1.
This record from OMol25 describes a 2-piece molecular cluster, C4H12 overall at a distorted geometry. The level of theory is the ωB97M-V functional and the def2-TZVPD basis.

Geometry (Å):
C -1.26 -1.15 0.36
C -1.84 -1.43 1.85
H -2.07 -1.16 -0.62
H -0.48 -1.92 0.16
H -0.75 -0.24 0.22
H -1.13 -1.25 2.66
H -1.89 -2.60 1.92
H -2.86 -0.95 2.04
C 2.24 1.18 -1.38
C 0.86 1.42 -0.78
H 2.79 0.41 -0.73
H 2.65 2.11 -1.40
H 2.20 0.94 -2.39
H 0.55 0.86 0.12
H 0.11 1.15 -1.54
H 0.88 2.55 -0.70

The total charge is 0.

=====

2.
This record from OMol25 describes a 2-piece molecular cluster, C4H12 overall at a distorted geometry. The level of theory is the ωB97M-V functional and the def2-TZVPD basis.

Geometry (Å):
C 1.69 -2.73 -0.31
C 0.52 -2.01 0.41
H 2.29 -3.23 0.43
H 1.32 -3.39 -1.08
H 2.36 -2.00 -0.78
H 0.61 -0.93 0.35
H 0.42 -2.30 1.45
H -0.43 -2.27 -0.06
C -1.80 2.22 -0.29
C -0.37 2.47 0.14
H -2.05 2.84 -1.14
H -2.07 1.21 -0.60
H -2.48 2.54 0.50
H -0.13 2.10 1.14
H -0.26 3.55 0.27
H 0.38 1.92 -0.43

The total charge is 0.

=====

3.
This record from OMol25 describes a 2-piece molecular cluster, C4H12 overall at a distorted geometry. The level of theory is the ωB97M-V functional and the def2-TZVPD basis.

Geometry (Å):
C 1.13 -0.63 -0.71
C 1.73 -2.03 -0.62
H 0.07 -0.78 -0.54
H 1.45 0.04 0.08
H 1.34 -0.19 -1.67
H 2.71 -2.01 -0.15
H 1.93 -2.50 -1.59
H 1.18 -2.82 -0.10
C -1.95 1.24 0.13
C -0.92 1.51 1.22
H -2.93 1.68 0.34
H -1.60 1.66 -0.82
H -2.17 0.20 -0.11
H -0.11 2.16 0.91
H -1.38 1.92 2.12
H -0.47 0.56 1.51

The total charge is 0.

=====

4.
This record from OMol25 describes a 2-piece molecular cluster, C4H12 overall at a distorted geometry. The level of theory is the ωB97M-V functional and the def2-TZVPD basis.

Geometry (Å):
C -1.71 0.57 -2.13
C -0.58 1.30 -1.37
H -1.64 0.78 -3.21
H -1.56 -0.51 -2.06
H -2.69 0.97 -1.92
H -0.11 0.63 -0.67
H -1.02 2.13 -0.81
H 0.18 1.73 -2.01
C 1.55 -1.41 1.30
C 0.76 -0.44 2.20
H 1.86 -2.29 1.86
H 0.95 -1.76 0.46
H 2.43 -0.92 0.91
H 0.62 -0.81 3.23
H 1.33 0.48 2.28
H -0.26 -0.19 1.91

The total charge is 0.

=====

Number 1: HOMO -11.40 eV, HOMO-LUMO gap 12.49 eV, electronic energy -159.520658 hartree. Number 2: HOMO -11.46 eV, HOMO-LUMO gap 12.56 eV, electronic energy -159.572080 hartree. Number 3: HOMO -11.55 eV, HOMO-LUMO gap 12.73 eV, electronic energy -159.571169 hartree. Number 4: HOMO -11.61 eV, HOMO-LUMO gap 12.74 eV, electronic energy -159.571142 hartree.